{"formula": "C49H56CsF2Ge2N6OS", "method": "ωB97M-V/def2-TZVPD", "orbital_gap_ev": 6.1, "lumo_ev": 1.99, "de_lowest_kj_mol": 63.1, "total_charge": -1, "energy_ev": -192561.1626, "fmax_ev_per_a": 1.99, "elements": ["Cs", "F", "C", "C", "C", "C", "C", "F", "C", "C", "C", "C", "C", "C", "N", "H", "H", "H", "H", "H", "H", "C", "C", "N", "C", "C", "C", "S", "N", "C", "O", "C", "C", "C", "C", "C", "C", "H", "H", "H", "H", "H", "H", "H", "H", "H", "H", "H", "H", "H", "H", "H", "N", "C", "C", "C", "C", "C", "N", "C", "C", "C", "C", "C", "N", "H", "H", "H", "H", "H", "H", "H", "H", "H", "C", "C", "Ge", "C", "C", "C", "C", "Ge", "C", "C", "C", "C", "C", "C", "C", "C", "C", "C", "H", "H", "H", "H", "H", "H", "H", "H", "H", "H", "H", "H", "H", "H", "H", "H", "H", "H", "H", "H", "H", "H", "H", "H", "H", "H"], "xyz": [[0.983, -0.025, 1.510], [5.480, 2.728, -2.017], [5.172, 1.631, -1.275], [3.857, 1.252, -1.106], [3.493, 0.113, -0.364], [4.574, -0.621, 0.205], [5.883, -0.183, 0.021], [6.939, -0.841, 0.592], [6.221, 0.933, -0.712], [4.230, -1.853, 0.977], [5.137, -2.832, 1.414], [4.676, -3.927, 2.127], [3.319, -4.066, 2.385], [2.490, -3.075, 1.887], [2.924, -2.010, 1.229], [3.097, 1.872, -1.583], [7.250, 1.244, -0.828], [6.189, -2.739, 1.198], [5.379, -4.674, 2.477], [2.920, -4.908, 2.936], [1.406, -3.135, 2.008], [0.412, 4.276, 6.057], [-0.989, 3.694, 5.907], [-1.316, 3.357, 4.522], [-1.922, 4.427, 3.745], [-3.445, 4.380, 3.763], [-0.946, 2.155, 3.984], [-1.405, 1.813, 2.372], [-0.244, 1.383, 4.835], [0.072, 0.093, 4.595], [-0.231, -0.619, 3.629], [0.933, -0.519, 5.683], [1.045, 0.052, 6.947], [1.839, -0.543, 7.918], [2.544, -1.706, 7.630], [2.444, -2.276, 6.367], [1.633, -1.689, 5.404], [0.596, 4.581, 7.092], [0.544, 5.149, 5.413], [1.147, 3.521, 5.776], [-1.737, 4.411, 6.253], [-1.077, 2.796, 6.511], [-1.569, 4.354, 2.720], [-1.571, 5.373, 4.165], [-3.781, 3.438, 3.327], [-3.860, 5.206, 3.178], [-3.829, 4.454, 4.785], [0.508, 0.969, 7.151], [1.916, -0.095, 8.902], [3.170, -2.165, 8.386], [2.997, -3.177, 6.129], [1.536, -2.129, 4.420], [-1.306, -4.648, -0.466], [-2.176, -3.786, 0.207], [-3.307, -4.337, 0.824], [-4.159, -3.493, 1.507], [-3.880, -2.132, 1.562], [-2.753, -1.691, 0.896], [-1.921, -2.489, 0.230], [-0.053, -4.403, -1.036], [0.557, -5.433, -1.763], [1.787, -5.186, -2.337], [2.383, -3.940, -2.177], [1.704, -2.997, -1.426], [0.509, -3.219, -0.869], [-1.633, -5.592, -0.554], [-3.498, -5.403, 0.773], [-5.033, -3.897, 2.004], [-4.507, -1.440, 2.108], [-2.490, -0.638, 0.885], [0.070, -6.395, -1.872], [2.278, -5.963, -2.912], [3.347, -3.708, -2.611], [2.123, -2.013, -1.234], [-3.444, 3.761, -0.657], [-3.128, 2.267, -0.775], [-1.577, 1.986, -1.940], [-0.063, 3.084, -1.316], [0.232, 4.265, -2.247], [-2.105, 2.345, -3.811], [-1.912, 1.207, -4.502], [-1.089, -0.055, -3.201], [0.824, -0.263, -3.620], [1.438, 1.016, -4.196], [-1.977, -1.799, -3.139], [-1.964, -2.504, -4.500], [-2.243, 1.004, -5.933], [-3.397, 1.553, -6.498], [-3.694, 1.365, -7.841], [-2.841, 0.622, -8.648], [-1.696, 0.060, -8.097], [-1.408, 0.242, -6.752], [-4.290, 3.934, 0.014], [-3.689, 4.201, -1.629], [-2.591, 4.309, -0.247], [-3.974, 1.712, -1.188], [-2.910, 1.859, 0.212], [0.811, 2.431, -1.232], [-0.296, 3.427, -0.304], [0.444, 3.930, -3.265], [1.097, 4.836, -1.898], [-0.621, 4.948, -2.303], [-2.491, 3.252, -4.285], [0.946, -1.107, -4.308], [1.334, -0.526, -2.693], [0.916, 1.352, -5.098], [2.492, 0.873, -4.445], [1.386, 1.833, -3.473], [-2.996, -1.664, -2.770], [-1.442, -2.374, -2.389], [-2.549, -1.960, -5.246], [-2.380, -3.514, -4.421], [-0.946, -2.604, -4.890], [-4.069, 2.120, -5.864], [-4.598, 1.792, -8.259], [-3.070, 0.475, -9.697], [-1.030, -0.528, -8.717], [-0.519, -0.209, -6.321]], "lowdin_charge": [1.11, 0.03, -0.30, -0.11, -0.16, -0.18, -0.23, 0.02, 0.03, -0.22, -0.01, -0.08, -0.08, -0.20, -0.08, 0.07, 0.12, 0.10, 0.10, 0.10, 0.10, -0.08, -0.23, -0.15, -0.27, -0.09, -0.74, 0.53, 0.08, -0.54, -0.35, -0.13, -0.03, -0.09, -0.10, -0.08, -0.02, 0.07, 0.07, 0.07, 0.11, 0.10, 0.07, 0.11, 0.05, 0.07, 0.06, 0.10, 0.09, 0.09, 0.10, 0.09, 0.12, -0.31, -0.03, -0.08, -0.06, -0.12, 0.13, -0.32, -0.03, -0.08, -0.06, -0.14, 0.13, 0.12, 0.10, 0.10, 0.10, 0.08, 0.10, 0.10, 0.10, 0.07, -0.18, -0.38, 0.86, -0.36, -0.18, -0.23, -0.37, 0.90, -0.35, -0.16, -0.36, -0.17, -0.24, -0.04, -0.10, -0.11, -0.09, -0.06, 0.06, 0.06, 0.06, 0.06, -0.03, 0.03, 0.04, 0.05, 0.07, 0.06, 0.06, 0.05, 0.03, 0.06, 0.07, 0.04, 0.06, 0.01, 0.06, 0.06, 0.06, 0.11, 0.10, 0.09, 0.10, 0.10]}